Entry 1:
Density functional theory data (wB97M-V/def2-TZVPD) for a molecular structure, C4H5NaO5.

```
15
Properties=species:S:1:pos:R:3:mulliken_charge:R:1
C 2.286 0.347 -0.569 0.8607
H -3.176 0.693 2.796 0.3687
O -0.922 -0.326 1.097 -0.4677
C -0.346 -0.873 -1.093 -0.6050
H 0.382 -1.584 -0.704 0.2887
C -1.999 0.125 1.421 0.3173
O 2.765 -0.662 -1.068 -0.7277
H -1.326 -1.237 -1.401 0.3577
H -0.634 0.980 -2.191 0.4012
C 0.045 0.398 -1.562 0.2977
Na 4.343 -0.515 0.750 0.9796
O 2.432 0.881 0.521 -0.6935
O 1.180 0.965 -1.363 -0.2647
O -2.273 0.365 2.683 -0.3614
H -2.757 0.443 0.684 0.2483
```

- frontier orbital gap (spin up / spin down) (eV) = 9.980 / 8.114
- ⟨S²⟩ = 0.756
- energy above the lowest of the compared OMol25 structures with the same formula, charge and spin (kcal per mole) = 8.1
- multiplicity = 2
- strongest force on any atom (eV/A) = 2.019
- total charge = +1
- E (Ha) = -693.6761

Entry 2:
Density functional theory data (wB97M-V/def2-TZVPD) for 2 unconnected molecules or ions with the total composition C2HO4S2.

```
9
Properties=species:S:1:pos:R:3:mulliken_charge:R:1
O -2.606 -2.449 -0.723 -0.3740
S -3.653 -1.739 -1.368 0.5687
H 1.023 0.254 -0.491 0.2812
O -0.195 1.849 1.614 -0.6367
S -1.913 0.958 -1.541 -0.3215
O 1.210 0.672 0.371 -0.4409
C -0.778 1.472 -0.545 -0.4267
C 0.053 1.274 0.581 0.8160
O -3.804 -2.085 -2.799 -0.4661
```

- frontier orbital gap (spin up / spin down) (eV) = 5.254 / 5.257
- energy above the lowest of the compared OMol25 structures with the same formula, charge and spin (kcal per mole) = 9.2
- strongest force on any atom (eV/A) = 3.163
- total charge = -1
- E (Ha) = -1174.1381

Entry 3:
Density functional theory data (wB97M-V/def2-TZVPD) for 2 unconnected molecules or ions with the total composition C6H13NS.

```
21
Properties=species:S:1:pos:R:3:mulliken_charge:R:1
H 2.193 -0.491 1.641 0.3179
H -1.292 1.432 1.519 0.3018
C -1.370 1.751 0.417 -1.4682
H 2.645 -1.995 0.058 0.3172
C 1.723 -1.415 -0.156 -0.1444
H -2.556 1.728 0.343 0.2989
N 1.888 -0.181 -0.844 -0.5387
H -0.416 1.485 -1.298 0.4539
C -1.385 -0.330 -0.992 -1.0842
H 0.638 -1.007 1.914 0.2140
H 0.700 -1.893 -0.543 0.0840
C -0.521 0.856 -0.548 0.4981
H -0.991 2.723 0.442 0.4703
H -0.798 -1.195 1.460 0.0560
S -2.235 -1.451 0.123 -0.1825
C 1.249 -0.559 1.097 -0.8842
H 1.117 1.490 0.433 0.4990
H 1.692 -0.216 -1.773 0.2639
H -0.908 -1.197 -1.624 0.3429
H -2.254 -0.097 -1.685 0.4015
C 0.881 0.560 0.015 -0.2168
```

- frontier orbital gap (eV) = 8.395
- energy above the lowest of the compared OMol25 structures with the same formula, charge and spin (kcal per mole) = 131.7
- strongest force on any atom (eV/A) = 5.925
- E (Ha) = -689.1442

Entry 4:
Density functional theory data (wB97M-V/def2-TZVPD) for a molecular structure, C22H33ClNO2PdSi2.

```
62
Properties=species:S:1:pos:R:3:mulliken_charge:R:1
H -2.395 -3.545 -0.863 0.2433
H 0.601 -2.797 4.025 0.3826
C -7.183 -5.082 1.713 -1.4288
H 2.526 1.043 4.782 0.3240
H 2.238 -0.507 5.572 0.3482
C 2.465 -0.034 4.611 -1.2805
H -4.859 -1.702 4.574 0.3968
H 2.219 -2.744 3.325 0.3153
H 3.452 -0.377 4.301 0.2940
H -0.424 1.031 4.546 0.3824
C -0.509 0.054 4.064 -0.9604
H 0.296 4.710 2.861 0.4262
C 0.282 3.902 2.139 -0.5926
H 4.491 1.497 1.752 0.3019
H -7.421 -5.513 0.740 0.3383
C -3.396 -3.126 -0.954 -1.3710
H -8.061 -4.534 2.061 0.3246
O -2.754 -0.330 1.461 -0.6726
H -3.265 -2.444 4.444 0.3068
H 1.401 2.547 3.378 0.3017
H -1.300 0.116 3.313 0.2123
H -7.015 -5.905 2.411 0.2980
H 0.784 -2.764 2.277 0.3007
C -5.978 -4.182 1.625 0.7418
C 1.196 -2.377 3.209 -1.2744
Pd -0.117 -0.604 0.395 -0.1056
H -3.578 -0.900 3.648 0.3189
C -4.458 -2.604 2.666 1.0072
C 1.409 0.314 1.676 0.3400
H 3.297 -2.492 1.230 0.3067
N 0.236 1.840 0.305 -0.3501
Si 1.136 -0.497 3.334 0.8151
C -4.150 -3.227 0.342 0.7110
C 3.108 -1.937 0.310 -1.0621
H 4.610 -0.101 2.484 0.2965
H 2.849 1.924 -0.829 0.3016
C -3.760 -2.490 1.464 0.6208
C 4.496 0.425 1.536 -1.1990
C 0.865 1.668 1.485 0.7360
C -2.585 -1.548 1.339 0.4765
H -5.582 -4.611 -0.435 0.2348
H 5.381 0.211 0.929 0.3671
H -0.873 3.050 -0.918 0.4245
C -4.016 -1.864 3.900 -1.7149
H -6.097 -3.545 3.668 0.3766
H 3.987 -2.054 -0.333 0.3669
H 3.852 0.633 -1.503 0.3607
H -3.933 -3.646 -1.749 0.3693
C -5.555 -3.456 2.731 -0.8314
H 2.084 0.550 -1.646 0.2709
C -0.368 4.061 0.920 -0.5020
H -0.871 4.982 0.662 0.3872
H 2.257 -2.385 -0.204 0.2456
C -5.265 -4.054 0.441 -0.9496
H -0.825 -0.662 4.828 0.3890
H -3.246 -2.089 -1.258 0.2634
Si 2.905 -0.094 0.634 0.5189
O -1.464 -2.109 1.086 -0.8222
C 2.906 0.846 -0.994 -1.0579
Cl -0.038 -1.393 -1.874 -0.6215
C 0.899 2.702 2.432 -0.2735
C -0.367 2.992 0.040 -0.6745
```

- frontier orbital gap (spin up / spin down) (eV) = 7.367 / 7.556
- ⟨S²⟩ = 2.006
- energy above the lowest of the compared OMol25 structures with the same formula, charge and spin (kcal per mole) = 4.0
- multiplicity = 3
- strongest force on any atom (eV/A) = 0.583
- total charge = -1
- E (Ha) = -2230.5856

Entry 5:
Density functional theory data (wB97M-V/def2-TZVPD) for a molecular structure, C24H34BaN9O4Te.

```
73
Properties=species:S:1:pos:R:3:mulliken_charge:R:1
H -1.667 -2.118 -3.040 -0.1261
H 0.951 -3.153 -3.283 0.2972
H 4.852 -0.341 -0.913 0.3644
C 0.197 1.886 2.099 -1.2445
H 5.594 -3.803 2.208 0.3796
H -3.441 0.183 -0.930 0.4500
H 6.511 1.300 -0.460 0.3448
O -1.219 -2.089 -0.061 -0.8598
H -2.867 -1.186 -1.891 0.6269
H 0.021 -3.571 -4.561 0.2603
C 5.054 -2.875 2.047 -1.0321
Ba 0.880 -0.770 0.210 1.4070
H 1.210 2.332 2.027 0.0788
C -0.518 0.919 4.300 -0.7862
C -1.672 1.891 -1.192 0.5589
H 3.643 -0.077 -2.191 -0.0275
C 4.143 1.702 0.578 -0.6212
C 0.138 -1.042 -2.584 0.8505
C -2.182 0.719 -3.255 -0.2553
C -2.580 -0.441 -1.151 -0.5815
H 4.974 3.154 -3.157 0.3448
Te 3.763 -3.089 0.366 0.2994
C 5.902 2.049 -0.973 -0.7857
C -2.742 2.698 -1.514 -0.3061
H 1.859 2.543 -0.455 0.1019
N 3.415 3.081 -1.765 0.0840
H -1.211 1.746 4.377 0.4032
H -0.789 -1.507 -4.438 0.4161
N 1.131 -0.232 3.023 -0.1313
C -2.120 -1.192 0.122 0.3534
C 0.277 0.798 3.159 1.0585
O 1.350 -1.381 -2.376 -0.7670
C -3.616 2.526 -2.583 -1.4395
N -1.633 0.535 -1.884 0.6839
C -3.204 1.563 -3.516 -0.2492
H -0.438 2.678 2.507 0.3839
H 3.724 1.932 -3.481 0.3605
H -1.813 0.011 -3.969 0.0269
H 3.475 2.180 1.297 0.1634
C 2.671 -4.728 1.183 -1.0292
H 1.950 1.579 -1.932 -0.1128
H 2.356 -4.487 2.196 0.3000
H 3.283 -5.625 1.173 0.3335
N -0.252 0.086 -1.992 -0.2277
H 4.477 -2.606 2.928 0.2678
H 1.845 -1.997 3.807 0.2537
C 1.179 -1.158 3.988 -0.1759
N -0.007 -3.287 -3.592 -0.7360
H 1.793 -4.866 0.556 0.3349
N 5.041 2.712 0.011 0.0157
C -0.431 -0.022 5.305 -0.3569
N 5.146 1.392 -2.041 0.0486
H 4.870 4.449 -1.145 0.3382
N -0.289 1.409 0.831 0.3435
H -4.411 3.228 -2.784 0.3284
O -1.085 3.494 0.426 -0.8532
H 6.566 2.794 -1.418 0.3520
C -0.958 2.299 0.085 -0.6182
C -0.674 -1.992 -3.464 -0.4196
H 3.543 4.179 0.005 0.3728
O -2.703 -0.936 1.171 -0.7349
H 5.757 -2.078 1.815 0.2963
H -2.849 3.556 -0.866 0.4442
H 4.744 0.952 1.102 0.2284
H -3.637 1.510 -4.509 0.3966
C 4.316 2.412 -2.699 -0.6877
H -1.044 0.065 6.193 0.3932
H 0.527 -1.865 5.903 0.3948
C 4.244 0.414 -1.423 -0.6985
C 2.547 2.069 -1.159 -0.1881
N 3.339 1.036 -0.449 0.7550
C 4.213 3.694 -0.707 -0.7023
C 0.442 -1.092 5.152 -0.7422
```

- frontier orbital gap (eV) = 4.619
- energy above the lowest of the compared OMol25 structures with the same formula, charge and spin (kcal per mole) = 104.8
- strongest force on any atom (eV/A) = 1.100
- total charge = -1
- E (Ha) = -2022.2440